The following is a quantum chemistry calculation of a molecular structure, C54H66BrMnN5O3 at a distorted geometry, from the OMol25 dataset.

Atoms and positions in Å:
Br: 1.618 -3.410 -7.481
Mn: 0.334 0.365 1.267
O: 2.296 -2.093 3.347
O: -0.959 1.259 0.064
O: 2.571 2.376 2.445
N: -3.257 -0.213 -5.663
N: -1.407 -1.306 -0.778
N: 1.909 0.242 -0.414
N: -3.266 0.763 -4.848
N: 2.070 0.135 2.699
C: 1.657 2.633 -0.726
C: -2.162 -0.727 2.458
C: -1.724 -0.289 -1.579
C: -3.361 1.079 1.897
C: 0.122 -2.425 -6.843
C: -2.641 0.724 -3.634
C: 3.918 -0.478 4.104
C: 0.318 -1.262 -6.120
C: 2.577 -3.498 -0.031
C: 3.308 1.542 -2.066
C: 2.584 -1.031 -0.722
C: -1.197 0.078 4.615
C: -1.428 1.065 -1.049
C: 3.635 2.774 -2.642
C: -2.182 3.074 2.955
C: 4.062 0.994 3.740
C: 2.989 3.937 -2.252
C: 2.668 -0.920 3.346
C: 2.378 -1.517 -2.178
C: 4.706 2.818 -3.713
C: 4.087 -1.023 -0.349
C: -2.348 -0.458 -2.824
C: 4.070 -3.441 0.299
C: -2.761 -1.770 -3.144
C: -2.407 1.993 -3.060
C: 2.831 1.272 2.885
C: -2.983 3.551 4.177
C: -2.521 0.093 5.415
C: -3.972 -2.681 1.188
C: -2.247 -2.154 -6.642
C: -2.489 -2.794 -2.284
C: -2.724 3.836 1.723
C: -1.154 -2.886 -7.097
C: -0.716 3.508 3.106
C: -1.522 0.396 3.120
C: -2.348 1.549 2.725
C: 1.264 5.091 -0.783
C: 2.302 1.393 -1.058
C: -0.246 1.065 5.314
C: -1.770 -2.519 -1.116
C: -3.257 -0.334 1.727
C: 4.542 -2.794 -2.078
C: -1.813 2.171 -1.849
C: 1.984 3.849 -1.272
C: -2.088 -0.975 -5.913
C: -4.306 -0.884 -0.513
C: -4.274 -1.198 0.992
C: -0.617 -1.340 4.764
C: 3.042 -2.890 -2.400
C: -0.780 -0.555 -5.636
C: -5.671 -0.913 1.575
C: 4.733 -2.395 -0.606
C: 1.950 -2.112 0.164
C: 2.391 -3.935 -1.488
H: -2.993 1.081 5.387
H: -4.019 3.193 4.119
H: -0.735 2.026 5.499
H: 0.051 0.660 6.290
H: 4.203 -3.164 1.351
H: -0.607 4.582 2.901
H: -2.547 3.189 5.114
H: -3.937 -2.931 2.255
H: -3.318 -1.958 -4.046
H: -1.405 -2.094 4.665
H: -2.273 3.437 0.806
H: 1.321 -4.018 -1.725
H: 1.498 5.955 -1.411
H: -1.622 3.163 -1.460
H: 1.296 -1.579 -2.362
H: -3.390 -1.237 -1.005
H: -0.318 3.324 4.107
H: 1.319 -0.906 -5.927
H: -4.382 0.198 -0.682
H: 2.030 -1.827 1.205
H: -2.477 4.904 1.807
H: -5.163 -1.376 -1.001
H: 4.637 -0.256 -0.890
H: 0.886 2.621 0.016
H: 5.649 2.401 -3.347
H: 3.861 0.691 -2.432
H: -1.297 -3.799 -7.655
H: -4.753 -3.292 0.714
H: -2.996 4.652 4.216
H: -1.476 -3.320 -0.440
H: 2.917 -3.195 -3.439
H: -0.619 0.358 -5.074
H: 0.152 -1.555 4.022
H: 1.559 5.323 0.247
H: -4.091 1.700 1.373
H: 0.902 -2.164 -0.089
H: -0.078 2.986 2.418
H: -5.964 0.127 1.392
H: -5.666 -1.073 2.658
H: 4.049 1.670 4.594
H: 2.082 -4.209 0.636
H: 5.021 -2.052 -2.733
H: 3.746 -0.650 5.169
H: 4.410 2.232 -4.590
H: -0.168 -1.461 5.757
H: -2.341 -0.180 6.470
H: 2.778 -0.801 -2.900
H: 0.176 4.945 -0.783
H: -3.227 -0.628 4.980
H: 4.891 3.845 -4.040
H: -3.816 3.751 1.638
H: -2.813 -3.807 -2.501
H: -6.426 -1.573 1.119
H: 2.849 -4.921 -1.657
H: 4.757 -1.104 3.795
H: -3.259 -2.488 -6.855
H: -2.689 2.855 -3.657
H: 0.656 1.244 4.723
H: 5.024 -3.763 -2.271
H: 4.157 -0.773 0.719
H: 4.530 -4.427 0.148
H: 3.252 4.895 -2.697
H: 5.801 -2.338 -0.382
H: -1.843 -1.762 2.587
H: 4.949 1.218 3.148
H: -3.009 -2.948 0.742

Computed properties:
calculated total energy	-6321.920050	Ha
orbital gap (alpha / beta)	5.29 / 5.30	eV
energy above the lowest of the compared OMol25 structures with the same formula, charge and spin	0.00	kcal/mol
spin multiplicity	6
lowest unoccupied orbital energy (alpha / beta)	3.6803 / 3.6803	eV
total charge	-2


The following is a quantum chemistry calculation of 2 unconnected molecules or ions with the total composition C8H16N2O at a distorted geometry, from the OMol25 dataset.

Atoms and positions in Å:
O: -1.996 2.659 0.134
N: -0.949 0.048 0.597
N: 0.260 0.570 0.742
C: 2.087 -1.057 0.850
C: -2.849 -0.909 -0.748
C: 1.194 -0.180 -1.371
C: -1.537 -1.072 -0.062
C: -2.791 -1.692 0.502
C: 1.507 0.202 0.147
C: -0.794 2.844 0.013
C: 2.491 1.395 0.320
H: -2.894 -1.396 -1.725
H: 0.217 -0.003 -1.656
H: 2.268 2.160 -0.474
H: 2.807 -1.646 0.411
H: -3.446 -0.070 -0.657
H: 2.519 -0.700 1.726
H: 2.539 1.538 1.353
H: 3.468 1.123 0.087
H: 2.005 0.162 -1.973
H: -3.139 -1.295 1.398
H: 1.279 -1.204 -1.436
H: -0.365 3.867 -0.117
H: -2.798 -2.794 0.502
H: -0.776 -1.646 -0.591
H: -1.605 0.785 0.833
H: 1.295 -1.690 1.194

Computed properties:
calculated total energy	-498.921635	Ha
orbital gap (alpha / beta)	8.43 / 7.01	eV
energy above the lowest of the compared OMol25 structures with the same formula, charge and spin	165.86	kcal/mol
lowest unoccupied orbital energy (alpha / beta)	0.9192 / 0.5064	eV


The following is a quantum chemistry calculation of 4 unconnected molecules or ions with the total composition C4H15NO3 at a distorted geometry, from the OMol25 dataset.

Atoms and positions in Å:
O: 2.929 0.462 -0.967
O: 4.381 -4.472 2.368
O: -0.499 -1.173 -3.980
N: -0.787 0.420 0.133
C: -1.543 1.494 0.787
C: -0.232 -0.584 1.044
C: -1.665 2.658 -0.136
C: -2.833 3.258 -0.351
H: -2.490 1.163 1.226
H: -0.618 -1.966 -3.552
H: -0.341 -1.575 0.602
H: -2.882 4.075 -1.062
H: 2.924 -0.088 -1.752
H: 0.811 -0.414 1.239
H: 4.278 -4.241 3.294
H: -0.961 1.805 1.666
H: -0.775 -0.650 1.986
H: -1.468 -0.074 -0.418
H: -0.866 -0.423 -3.520
H: 4.106 -5.389 2.361
H: 3.099 -0.328 -0.421
H: -0.856 2.898 -0.813
H: -3.713 3.141 0.266

Computed properties:
calculated total energy	-441.803665	Ha
orbital gap	9.67	eV
energy above the lowest of the compared OMol25 structures with the same formula, charge and spin	49.08	kcal/mol
lowest unoccupied orbital energy	0.5898	eV
SMILES	C=CCNC.O.O.O


The following is a quantum chemistry calculation of a molecular structure, C4H2O2Yb at a distorted geometry, from the OMol25 dataset.

Atoms and positions in Å:
Yb: 3.442 0.445 0.275
O: 0.845 -1.845 0.645
O: 1.052 -0.429 0.773
C: -0.370 -1.578 0.047
C: -1.246 2.047 -0.541
C: -0.217 -0.251 0.130
C: -0.790 1.001 -0.135
H: -1.668 2.966 -0.909
H: -1.049 -2.355 -0.284

Computed properties:
calculated total energy	-1462.261032	Ha
orbital gap (alpha / beta)	6.86 / 8.27	eV
energy above the lowest of the compared OMol25 structures with the same formula, charge and spin	21.96	kcal/mol
spin multiplicity	2
lowest unoccupied orbital energy (alpha / beta)	-3.5136 / -4.7139	eV
total charge	+1


The following is a quantum chemistry calculation of a molecular structure, C5H4N at a distorted geometry, from the OMol25 dataset.

Atoms and positions in Å:
N: 1.021 -0.682 0.044
C: 2.304 -0.803 -0.005
C: -0.834 0.840 0.047
C: 1.782 0.706 0.026
C: -0.463 -0.716 -0.043
C: 0.516 0.930 -0.076
H: -0.629 -1.436 -1.002
H: -1.363 1.144 0.987
H: -1.420 1.247 -0.740
H: -0.914 -1.230 0.762

Computed properties:
calculated total energy	-247.052777	Ha
orbital gap	9.96	eV
energy above the lowest of the compared OMol25 structures with the same formula, charge and spin	131.25	kcal/mol
lowest unoccupied orbital energy	-5.7542	eV
total charge	+1


The following is a quantum chemistry calculation of 2 unconnected molecules or ions with the total composition CH3FN2 at a distorted geometry, from the OMol25 dataset.

Atoms and positions in Å:
F: 0.347 0.854 2.012
N: -0.625 -0.378 -0.795
N: 1.531 0.308 -1.692
C: 0.478 -0.012 -1.348
H: -0.763 -1.224 -0.231
H: -1.477 0.054 -0.732
H: 0.509 0.398 2.786

Computed properties:
calculated total energy	-249.247683	Ha
orbital gap	10.33	eV
energy above the lowest of the compared OMol25 structures with the same formula, charge and spin	11.95	kcal/mol
lowest unoccupied orbital energy	0.5253	eV
SMILES	N#CN.F


> Which of these has the lowest energy above the lowest of the compared OMol25 structures with the same formula, charge and spin?

C54H66BrMnN5O3